1 | 2 unconnected molecules or ions with the total composition C5H14O, computed with wB97M-V/def2-TZVPD.

XYZ file:
```
20
C5H14O | the Open Molecules 2025 dataset | wB97M-V/def2-TZVPD
H 1.060 3.485 1.623
H -0.982 0.805 1.482
O 0.053 0.772 1.580
C 0.194 0.988 -0.698
C -1.313 -2.795 -1.027
H 1.730 1.271 0.806
C 0.482 3.098 0.712
H 0.711 0.020 -1.057
H -0.762 0.484 -0.628
C 0.129 -3.332 -0.902
H -0.517 3.291 0.953
H 0.204 -4.292 -0.601
H -1.843 -2.320 -0.263
H 0.897 -2.720 -0.411
H 0.696 3.634 -0.209
H 0.130 1.737 -1.418
H 0.611 -3.179 -1.899
H -1.408 -2.001 -1.795
H -2.002 -3.533 -1.415
C 0.683 1.565 0.614
```

The HOMO energy comes out at -10.05 eV. The frontier orbital gap comes out at 11.00 eV. The LUMO energy comes out at 0.95 eV.

Results of the natural (NBO) charge analysis, in e, for atoms 1 through 5: atom 1 (H): 0.22, atom 2 (H): 0.46, atom 3 (O): -0.72, atom 4 (C): -0.64, atom 5 (C): -0.62

=====

2 | 2 unconnected molecules or ions with the total composition C5H14O, computed with wB97M-V/def2-TZVPD.

XYZ file:
```
20
C5H14O | the Open Molecules 2025 dataset | wB97M-V/def2-TZVPD
C -1.286 -1.651 -0.806
C -0.908 0.163 -2.508
H -0.060 0.038 1.808
H 0.392 1.423 2.803
H -0.593 1.211 -2.612
H -0.587 0.247 -0.386
C 0.784 0.618 2.180
H -2.053 -1.912 -0.074
H 1.392 0.861 0.078
H -1.351 -2.173 -1.758
C -1.350 -0.114 -1.073
H -1.751 0.095 -3.194
H 1.978 2.170 1.193
H -0.012 -0.381 -2.801
C 1.731 1.113 1.072
H 2.096 -0.650 2.696
O 1.550 -0.104 3.186
H -0.380 -1.983 -0.295
H -2.289 0.341 -0.871
H 2.696 0.689 1.360
```

The HOMO energy comes out at -10.38 eV. The frontier orbital gap comes out at 11.33 eV. The LUMO energy comes out at 0.94 eV.

Results of the natural (NBO) charge analysis, in e, for atoms 1 through 5: atom 1 (C): -0.61, atom 2 (C): -0.61, atom 3 (H): 0.16, atom 4 (H): 0.18, atom 5 (H): 0.20

=====

3 | 2 unconnected molecules or ions with the total composition C5H14O, computed with wB97M-V/def2-TZVPD.

XYZ file:
```
20
C5H14O | the Open Molecules 2025 dataset | wB97M-V/def2-TZVPD
C -0.325 -1.574 -0.034
H 0.146 0.121 -2.164
H 0.659 -1.447 0.457
H -0.277 1.648 -1.329
H -2.440 -2.660 2.564
H 1.032 0.608 -0.686
C -0.866 -0.102 -0.188
H -2.611 -1.014 1.876
H -1.030 -3.415 0.851
H 4.365 6.008 -1.805
H -0.819 0.338 0.827
C -1.910 -1.852 2.032
H -0.142 -1.936 -1.064
O 5.307 5.773 -1.969
H -1.077 -1.501 2.665
H 5.626 5.414 -1.110
H -2.330 -2.480 0.056
C -1.424 -2.394 0.686
H -1.931 -0.140 -0.489
C 0.045 0.604 -1.178
```

The HOMO energy comes out at -10.51 eV. The frontier orbital gap comes out at 11.44 eV. The LUMO energy comes out at 0.93 eV.

Results of the natural (NBO) charge analysis, in e, for atoms 1 through 5: atom 1 (C): -0.39, atom 2 (H): 0.21, atom 3 (H): 0.20, atom 4 (H): 0.21, atom 5 (H): 0.21

=====

Energetically preferred structure: 3 | next structure: +0.0295 hartree

=====

1 | A gas-phase ion, C26H29N2 (charge +1), computed with wB97M-V/def2-TZVPD.

XYZ file:
```
57
C26H29N2 | the Open Molecules 2025 dataset | wB97M-V/def2-TZVPD
C -0.117 0.568 -2.494
H 4.637 1.255 2.098
C -1.213 -0.927 1.604
C 2.291 -3.406 1.134
H -1.152 1.710 -0.504
H -0.520 -0.757 -4.146
N -4.748 0.192 1.771
C 3.711 1.649 1.689
C 3.346 2.991 1.781
H -5.553 0.484 -0.180
C -5.223 0.062 3.139
H -0.643 0.912 -4.573
C -2.536 -0.812 2.041
H 1.891 1.035 -4.748
H 4.346 -3.639 1.791
N 1.076 0.312 -1.575
C -0.695 -0.060 0.603
H 4.080 3.728 2.107
H -6.363 -0.754 0.830
C 0.762 0.015 0.062
H -3.590 1.535 -0.206
H 1.581 -1.886 -3.883
H 2.088 -4.482 1.150
H -4.546 0.521 3.875
H -0.364 1.641 -2.415
C -5.861 0.230 0.839
C 1.601 -1.161 0.575
H 1.567 1.202 -1.527
H 0.030 2.740 0.943
C 1.360 0.090 -4.598
H 1.266 -0.342 -5.604
H -0.601 -1.690 2.065
H -6.576 0.982 1.222
H -2.905 -1.450 2.860
C 2.816 0.773 1.076
C -3.424 0.064 1.385
C 2.028 3.382 1.524
C 3.568 -2.949 1.492
C 1.523 1.180 0.734
H 3.108 -0.313 -1.902
H 3.106 -1.093 -4.064
C -2.909 0.884 0.351
C -0.028 0.217 -3.996
H -6.189 0.577 3.180
H 1.935 -1.620 -1.688
C 1.079 2.457 1.040
C 1.275 -2.503 0.751
H -0.949 -0.006 -2.077
C 2.085 -0.922 -3.711
H -5.399 -0.994 3.413
H 0.258 -2.877 0.596
C 3.829 -1.567 1.546
C 2.103 -0.664 -2.202
H 1.721 4.414 1.694
H 4.714 -1.138 2.001
C -1.549 0.918 0.119
C 2.871 -0.706 1.014
```

The HOMO energy comes out at -10.16 eV. The frontier orbital gap comes out at 7.35 eV. The LUMO energy comes out at -2.81 eV. The charge is +1.

Results of the natural (NBO) charge analysis, in e, for atoms 1 through 5: atom 1 (C): -0.23, atom 2 (H): 0.23, atom 3 (C): -0.18, atom 4 (C): -0.21, atom 5 (H): 0.20

=====

2 | 2 unconnected molecules or ions with the total composition C26H29N2, computed with wB97M-V/def2-TZVPD.

XYZ file:
```
57
C26H29N2 | the Open Molecules 2025 dataset | wB97M-V/def2-TZVPD
C -0.985 1.972 4.418
C 0.788 2.735 0.611
H -5.613 -3.255 -3.119
N 0.077 0.561 -0.216
C 2.432 -0.814 -2.082
H 0.797 5.278 3.537
H 2.598 -4.600 -1.186
H 4.593 -0.952 -2.236
H 2.423 3.891 -0.136
H -0.380 4.033 4.746
H 0.486 -3.349 -0.859
H -1.826 3.847 3.733
H -2.735 -4.714 -2.580
C 3.716 -2.881 -1.845
H 5.710 -3.600 -1.331
H 5.388 -3.460 -3.078
H 1.217 1.895 -1.337
H -0.539 -3.604 -2.626
H -5.144 -4.723 -2.238
H -2.446 1.176 3.034
C -5.185 -3.626 -2.176
H -4.626 -1.223 -1.080
H 0.849 4.663 -0.332
C 0.523 4.843 2.565
C -0.824 3.411 3.949
C -0.510 0.329 0.974
C -1.365 1.050 3.253
C 3.654 -1.491 -2.062
C -1.291 -1.639 -1.878
H -1.753 1.959 5.199
C -0.081 -0.838 -1.808
C 4.941 -3.711 -2.107
N 0.051 3.504 2.801
C 1.223 -1.499 -1.768
H 4.642 -4.763 -2.152
C 0.129 2.515 1.849
H 2.389 0.256 -2.349
C -0.546 1.285 2.018
C -3.824 -3.007 -1.933
C 1.452 4.037 0.353
H -2.463 0.028 -1.158
H -1.008 -0.652 1.125
H 1.966 5.914 1.387
C -1.411 -3.018 -2.290
C -2.649 -3.656 -2.312
C 1.350 -2.846 -1.312
C -2.508 -1.018 -1.455
C -3.722 -1.689 -1.456
H -0.268 5.503 2.151
H -0.051 1.636 4.892
H 2.616 4.462 2.166
C 0.725 1.734 -0.363
C 2.546 -3.530 -1.417
H -1.233 0.016 3.598
H -5.902 -3.361 -1.392
H -0.127 0.125 -2.318
C 1.732 4.862 1.630
```

The HOMO energy comes out at -10.92 eV. The frontier orbital gap comes out at 7.04 eV. The LUMO energy comes out at -3.88 eV. The charge is +1.

Results of the natural (NBO) charge analysis, in e, for atoms 1 through 5: atom 1 (C): -0.40, atom 2 (C): -0.11, atom 3 (H): 0.24, atom 4 (N): -0.41, atom 5 (C): -0.16

=====

Energetically preferred structure: 2 | next structure: +0.0483 hartree

=====

1 | 2 unconnected molecules or ions with the total composition H3S3, computed with wB97M-V/def2-TZVPD.

XYZ file:
```
6
H3S3 | the Open Molecules 2025 dataset | wB97M-V/def2-TZVPD
H 1.074 0.726 1.482
S -1.677 -1.775 0.518
S 0.024 1.234 -0.884
S 1.631 0.623 0.285
H -1.308 -0.549 0.057
H -1.814 -2.341 -0.683
```

The HOMO energy comes out at -2.48 eV. The frontier orbital gap comes out at 6.05 eV. The LUMO energy comes out at 3.58 eV. The charge is -1.

Results of the natural (NBO) charge analysis, in e, for atoms 1 through 5: atom 1 (H): 0.08, atom 2 (S): -0.40, atom 3 (S): -0.74, atom 4 (S): -0.26, atom 5 (H): 0.20

=====

2 | A molecular structure, H3S3, computed with wB97M-V/def2-TZVPD.

XYZ file:
```
6
H3S3 | the Open Molecules 2025 dataset | wB97M-V/def2-TZVPD
S -1.337 1.238 0.061
S 2.048 -1.074 -0.171
S 0.176 -1.618 0.682
H -0.433 -0.322 0.324
H 1.513 -0.597 -1.304
H -1.967 2.373 0.409
```

The HOMO energy comes out at -3.29 eV. The frontier orbital gap comes out at 6.61 eV. The LUMO energy comes out at 3.32 eV. The charge is -1.

Results of the natural (NBO) charge analysis, in e, for atoms 1 through 5: atom 1 (S): -0.97, atom 2 (S): -0.21, atom 3 (S): -0.28, atom 4 (H): 0.20, atom 5 (H): 0.13

=====

Energetically preferred structure: 1 | next structure: +0.0218 hartree